The following is a quantum chemistry calculation of a cluster of 2 separate species, C5H13NO in total in a non-equilibrium geometry, from OMol25.

The geometry in XYZ format:
```
20
Properties=species:S:1:pos:R:3
C -1.960 0.464 -0.090
C -2.416 -0.935 0.335
C -0.749 0.960 0.705
N 0.422 0.073 0.643
C 1.703 0.743 0.327
C 2.637 -0.327 -0.257
O 0.272 -0.959 -1.556
H -2.775 1.169 0.072
H -1.670 0.451 -1.140
H -1.552 -1.600 0.378
H -2.936 -0.947 1.292
H -3.125 -1.284 -0.420
H -0.453 1.974 0.375
H -0.970 1.086 1.771
H 0.327 -0.425 -0.332
H 1.653 1.531 -0.442
H 2.122 1.147 1.252
H 3.550 0.031 -0.737
H 3.048 -0.965 0.525
H 2.015 -0.858 -1.043
```

Values from the calculation:
* energy: -8926.7598 eV
* LUMO: -3.068 eV
* spin multiplicity: 1
* Kohn-Sham gap: 0.259 hartree
* maximum force: 2.13 eV/A
* highest occupied orbital energy: -10.112 eV